[1]
Molecular formula: C30H45HgPS3
Method: DFT, ωB97M-V with the def2-TZVPD basis set

The calculation puts the total energy at -77812.9466 eV. The value obtained for the energy relative to the best compared isomer or geometry (same formula, charge and spin) is 1.3 kcal per mole.

Structure (ORCA input):
```
! RIJCOSX wB97M-V def2-TZVPD def2/J DEFGRID3
* xyz -1 2
Hg -2.857 0.881 -1.829
C -0.297 3.150 -4.137
C 0.473 1.852 -4.374
C 1.789 2.125 -5.106
C 0.727 1.088 -3.092
C 1.371 1.677 -2.013
C 1.623 0.981 -0.838
C 2.471 1.640 0.236
C 2.157 3.122 0.438
C 3.958 1.473 -0.103
C 1.178 -0.346 -0.717
C 0.567 -0.970 -1.811
C 0.353 -0.241 -2.976
C 0.200 -2.442 -1.788
C -1.127 -2.740 -2.485
C 1.321 -3.276 -2.417
C 1.463 -1.138 0.530
C 2.704 -1.780 0.585
C 3.083 -2.552 1.668
C 2.210 -2.695 2.736
C 0.978 -2.066 2.694
C 0.567 -1.284 1.608
P -1.116 -0.497 1.534
C -1.101 0.677 3.012
C -0.589 0.167 4.360
C -2.512 1.255 3.174
C -0.191 1.827 2.574
C -2.312 -1.923 1.931
C -3.682 -1.465 1.401
C -1.891 -3.123 1.080
C -2.488 -2.397 3.375
H -0.516 3.639 -5.089
H 0.279 3.849 -3.527
H -1.236 2.978 -3.611
H -0.140 1.206 -5.010
H 2.436 2.763 -4.499
H 1.606 2.638 -6.053
H 2.330 1.198 -5.311
H 1.680 2.713 -2.087
H 2.292 1.117 1.177
H 2.531 3.722 -0.394
H 2.647 3.486 1.345
H 1.088 3.307 0.527
H 4.178 1.948 -1.063
H 4.241 0.423 -0.175
H 4.581 1.944 0.661
H -0.141 -0.715 -3.817
H 0.113 -2.749 -0.745
H -1.036 -2.647 -3.570
H -1.913 -2.055 -2.163
H -1.444 -3.764 -2.273
H 1.475 -2.977 -3.457
H 1.069 -4.339 -2.401
H 2.264 -3.140 -1.886
H 3.376 -1.667 -0.257
H 4.052 -3.038 1.678
H 2.484 -3.293 3.597
H 0.313 -2.186 3.536
H -1.150 -0.685 4.744
H -0.681 0.978 5.091
H 0.466 -0.106 4.309
H -3.213 0.535 3.597
H -2.907 1.625 2.225
H -2.464 2.108 3.858
H 0.840 1.488 2.461
H -0.201 2.609 3.341
H -0.530 2.271 1.637
H -3.619 -1.171 0.352
H -4.085 -0.618 1.954
H -4.394 -2.293 1.486
H -1.818 -2.845 0.029
H -2.654 -3.905 1.163
H -0.935 -3.545 1.396
H -2.843 -1.605 4.032
H -1.574 -2.814 3.798
H -3.240 -3.193 3.391
S -4.310 3.401 0.271
C -3.127 3.969 -0.781
S -3.721 4.591 -2.231
S -1.479 3.860 -0.506
*
```

[2]
Molecular formula: C17H30Br4F9N3O6PS
Method: DFT, ωB97M-V with the def2-TZVPD basis set

The calculation puts the total energy at -359624.5474 eV.

Structure (ORCA input):
```
! RIJCOSX wB97M-V def2-TZVPD def2/J DEFGRID3
* xyz -1 1
C -5.580 -2.295 -1.293
N -4.174 -2.543 -0.959
C -3.442 -1.282 -0.806
N -2.486 -1.200 0.289
C -1.086 -1.644 0.013
C -0.147 -0.933 1.045
C 0.247 -1.771 2.268
C 0.653 -0.920 3.485
C 2.056 -0.282 3.336
C 2.146 1.163 3.824
F 3.481 1.410 3.990
F 1.608 1.222 5.059
C 1.631 2.227 2.787
F 1.260 1.599 1.678
F 2.661 2.995 2.409
S 0.218 3.376 3.317
F 0.925 4.633 2.627
F -0.549 3.126 1.943
F -0.589 2.178 3.946
F 0.942 3.737 4.668
F -0.970 4.336 3.737
C -0.859 -3.197 0.066
O 0.341 -3.595 0.050
O -1.854 -3.941 0.056
N -0.584 -1.233 -1.298
C -0.746 -2.147 -2.419
C -0.598 0.151 -1.592
C 0.780 0.789 -1.795
O -1.566 0.879 -1.658
P -3.110 -1.389 1.810
O -3.032 -2.679 2.483
O -4.678 -1.023 1.617
O -2.572 -0.242 2.819
H -5.651 -1.855 -2.289
H -6.057 -1.658 -0.532
H -6.101 -3.252 -1.249
H -4.189 -3.087 -0.104
H -4.190 -0.491 -0.630
H -3.023 -1.033 -1.777
H -0.621 0.017 1.313
H 0.783 -0.648 0.560
H -0.469 -2.537 2.559
H 1.155 -2.312 1.993
H -0.105 -0.183 3.754
H 0.695 -1.619 4.322
H 2.502 -0.406 2.350
H 2.716 -0.810 4.025
H -0.683 -1.564 -3.364
H 0.067 -2.868 -2.477
H -1.713 -2.656 -2.457
H 0.656 1.771 -2.252
H 1.234 0.976 -0.822
H 1.422 0.178 -2.431
H -5.111 -1.147 2.467
H -2.481 0.579 2.315
Br 6.270 5.024 -1.015
C 4.606 5.951 -0.611
C 3.574 5.018 -0.038
Br 2.775 3.899 -1.413
H 4.281 6.429 -1.529
H 4.876 6.714 0.118
H 2.747 5.582 0.387
H 3.978 4.350 0.715
Br 2.912 -0.456 -6.172
C 2.688 -2.377 -5.938
C 1.384 -2.857 -6.515
Br -0.108 -2.395 -5.353
H 2.778 -2.577 -4.875
H 3.528 -2.827 -6.463
H 1.375 -3.944 -6.578
H 1.173 -2.437 -7.494
*
```

[3]
Molecular formula: C5H11N
Method: DFT, ωB97M-V with the def2-TZVPD basis set

The calculation puts the total energy at -6851.7855 eV. The value obtained for the energy relative to the best compared isomer or geometry (same formula, charge and spin) is 40.2 kcal per mole. The structure (SMILES) is CNC1(C)CC1.

Structure (ORCA input):
```
! RIJCOSX wB97M-V def2-TZVPD def2/J DEFGRID3
* xyz 0 1
C 0.177 2.038 0.545
C -0.016 -0.324 -0.205
C -1.480 -0.424 -0.728
C 0.971 -1.494 -0.372
C 0.469 -1.233 1.007
H -0.862 2.315 0.370
H 0.189 1.634 1.571
H 0.914 2.817 0.385
H 0.724 1.274 -1.234
H -1.402 -0.412 -1.878
H -1.851 -1.408 -0.290
H -2.104 0.489 -0.452
H 0.704 -2.472 -0.838
H 1.981 -1.042 -0.698
H 1.198 -0.802 1.725
H -0.223 -1.926 1.395
N 0.611 0.969 -0.300
*
```